168
Properties=species:S:1:pos:R:3 method="wB97M-V/def2-TZVPD" total_energy_ev=-67568.1259 smiles="O=[N+]([O-])c1ccccc1.CCN(CC)CC.CCN(CC)CC.CCN(CC)CC.CCN(CC)CC.CCN(CC)CC.CCN(CC)CC.CCN(CC)CC" orbital_gap_ev=7.301
H 1.242 0.744 -1.427
N -2.060 -3.661 2.947
H -5.512 2.839 -0.621
H -2.645 -3.579 4.939
H -4.914 0.336 -0.124
H 0.307 -1.999 1.798
N 5.870 2.679 -2.719
H -0.026 7.995 -2.980
C -4.656 1.001 3.957
C 6.841 -2.707 2.151
H -6.085 -5.883 -2.036
H -1.893 -2.241 0.965
H -2.447 4.337 -1.818
H -4.083 -2.793 1.369
H 1.309 4.809 -5.251
C -1.278 -1.471 0.523
H -4.904 2.987 2.052
H -0.058 -6.210 4.122
H -3.226 0.222 -3.708
C -4.097 -5.721 -1.068
C 1.027 7.822 -2.760
C 0.315 5.038 -1.967
C -3.238 -4.396 2.538
H 1.736 6.812 -4.440
C -1.030 2.632 1.682
H 1.024 4.251 -0.117
C 5.657 3.391 -0.366
H 1.568 8.730 -3.026
C -1.013 -2.226 4.827
H -1.834 1.083 2.931
C -4.039 3.585 2.337
H 6.533 -6.169 3.224
H -4.802 0.506 4.917
H 7.787 -6.653 2.239
H 1.029 7.727 -1.674
H -2.741 -0.617 -0.803
H 6.304 -4.253 6.473
C -4.352 4.827 3.166
H -0.295 1.945 1.261
C 1.427 4.680 -1.034
H 3.095 1.991 -3.275
H -4.636 4.580 4.189
N -3.588 -4.709 -1.975
N -4.590 1.973 -2.277
H -1.809 -6.322 3.947
H 5.782 -2.768 4.648
H 4.094 2.796 -1.594
C 1.103 4.378 -4.271
H -0.762 -5.033 2.015
N 2.419 -0.468 0.727
H 6.109 -3.307 1.612
H 6.590 -5.583 1.590
H -1.429 3.280 0.902
C -1.695 -6.101 -2.464
H 0.178 2.659 -5.265
C -3.893 0.797 -4.350
N 0.703 5.461 -3.350
H -2.811 1.458 1.511
H 5.848 1.418 -4.396
H -2.774 2.858 -0.925
C 6.901 3.643 -3.208
H -3.760 -6.705 -1.393
H 7.736 -2.503 1.562
H -4.922 4.023 -2.705
H 6.028 2.378 -0.211
H 7.846 2.240 -4.718
C 0.552 0.161 -0.834
H -5.209 5.356 2.748
H -1.924 -4.002 -2.932
H -1.261 -1.537 5.634
H -5.221 -3.983 2.012
H -0.694 -6.104 -2.895
H 6.485 4.100 -0.362
H -2.994 -2.076 4.094
C 1.603 6.575 -3.385
H -0.939 3.842 -4.524
H -5.250 -3.295 -1.782
H -6.256 -0.054 -1.094
C 8.068 -4.610 2.934
H -0.155 5.797 -1.341
H -6.083 -4.996 -0.510
C 6.261 -3.689 4.316
H -3.832 -5.531 -0.028
H 4.120 0.825 -2.640
C -3.243 3.688 -1.453
C -3.892 -2.422 -2.835
H -3.578 4.068 1.475
C -2.260 1.896 2.343
H 8.808 3.631 -4.157
C -2.129 -4.655 -2.085
C -3.618 2.098 4.289
H -6.627 2.331 -1.861
H 6.927 -0.851 3.208
H 2.592 6.450 -2.944
H -3.579 3.267 -3.591
H -5.568 1.433 3.545
C -4.165 -3.398 -1.757
H 2.181 5.432 -0.805
C 0.068 -1.419 0.919
O 2.833 -1.353 1.449
C -2.266 -2.881 4.192
N -3.069 2.790 3.090
C 8.086 2.870 -3.862
H -3.945 -2.902 -3.812
C -5.845 0.762 -0.498
C -5.644 -5.842 -1.040
H -1.190 0.740 -2.025
H -2.849 -2.112 -2.766
C 6.959 -4.284 5.602
H -0.336 -2.968 5.249
H -6.043 -6.654 -0.432
H -3.825 4.257 -0.728
H -4.331 0.251 3.236
H 8.721 -4.728 3.799
C 3.922 1.347 -3.576
H -4.056 2.695 5.088
C -1.694 -0.636 -0.539
H 2.037 4.019 -3.839
C 7.206 -5.760 2.471
H -4.647 -2.807 3.061
H -0.030 -3.922 3.111
C -0.826 0.188 -1.171
H -2.907 -4.965 1.669
H 4.793 4.362 -1.997
N 7.308 -3.479 3.320
H 7.925 -3.831 5.825
O 3.172 0.360 0.156
H 4.821 3.567 0.311
C 0.038 3.365 -4.447
C -4.113 3.295 -2.641
H -3.565 5.573 3.283
H -0.494 -1.712 4.019
H -5.815 1.740 -3.970
H -1.728 -4.270 -1.147
H -1.747 -6.815 -1.642
H 7.344 4.295 -2.455
C -4.311 -3.424 2.228
H -4.578 -1.575 -2.822
H 8.550 2.309 -3.051
H -0.549 3.243 2.446
C 5.175 2.099 -3.875
C 6.241 -1.359 2.530
H 5.441 -4.365 4.072
H 7.071 -5.368 5.573
C -0.980 -5.629 4.093
C 1.001 -0.594 0.282
H -3.344 1.594 -4.852
H -3.933 -2.934 -0.799
C -0.904 -4.563 2.988
H 0.036 2.722 -3.567
H 1.997 3.910 -1.554
H -2.768 1.713 4.853
H 4.931 2.764 -4.702
H -3.558 -5.075 3.328
H -1.018 -5.163 5.077
H 5.988 -0.790 1.635
C -5.009 1.229 -3.444
H -6.420 0.855 0.423
C -5.708 2.050 -1.346
H -5.449 0.302 -3.078
H 8.790 -4.289 2.184
C 5.033 3.336 -1.717
H 3.557 0.652 -4.332
H -4.072 0.204 -5.247
H -0.375 4.194 -1.991
H 5.256 -1.519 2.969
H -2.278 -6.501 -3.294
H 6.284 4.261 -3.860

***

175
Properties=species:S:1:pos:R:3 method="wB97M-V/def2-TZVPD" total_charge=+5 total_energy_ev=-141726.9567 orbital_gap_ev=10.715
N -16.567 2.773 0.496
H -16.000 5.600 -13.318
C -20.616 4.798 -12.970
H -10.166 -5.349 -2.143
H -21.336 -6.739 -11.499
H -8.088 -1.171 -11.910
H -8.783 9.567 -5.634
H -23.917 -7.644 -9.536
H -17.297 0.855 0.021
H -9.830 4.553 -4.916
H -16.579 6.032 -9.784
H -12.391 -1.110 -13.519
H -18.862 2.532 -11.353
H -22.402 -4.642 -11.344
H -13.021 -3.259 -12.714
H -8.563 7.951 -6.543
H -25.455 -5.971 -9.206
F -17.514 -1.683 -6.316
H -16.656 4.652 -0.636
H -12.662 -5.006 -12.776
H -21.200 3.957 -12.594
C -10.387 -9.078 -4.262
H -18.776 3.529 -13.415
H -14.380 1.768 2.515
H -9.421 -3.667 -4.615
H -11.387 8.350 -5.325
C -9.692 -6.640 -3.867
H -18.590 5.235 -13.602
C -10.010 5.388 -4.239
H -15.557 0.367 2.490
F -15.784 -1.451 -8.260
C -23.754 -6.773 -10.170
C -11.320 -7.907 -2.298
H -10.427 8.202 -2.657
H -8.256 6.392 -3.377
C -12.236 -4.011 -12.642
F -13.984 -2.433 -6.651
H -11.147 -5.041 -3.531
C -9.302 -3.944 -3.568
H -8.277 6.000 -5.198
H -13.313 -8.689 -5.708
H -20.478 -5.856 -10.219
H -9.449 -2.380 -15.516
H -11.930 -8.809 -2.242
H -12.657 -6.611 -4.297
H -11.987 -7.136 -1.913
H -7.644 -3.064 -13.056
C -8.488 8.518 -5.615
H -9.590 -8.960 -4.996
H -11.617 -10.749 -4.569
H -7.563 9.494 -3.130
C -19.231 5.818 -7.999
C -17.478 1.880 -0.301
H -16.849 3.367 -12.756
N -10.838 -7.646 -3.752
H -23.747 -7.223 -11.163
H -8.912 -1.116 -14.537
N -10.495 -2.287 -13.558
H -14.855 2.443 -0.994
C -8.814 6.337 -4.311
H -11.954 -4.039 -11.590
H -19.099 6.844 -7.657
H -18.685 3.826 1.526
H -19.596 6.100 -10.835
C -8.616 1.253 -11.902
C -19.088 4.483 -12.990
C -9.190 -2.168 -14.479
H -9.994 4.911 -3.258
C -17.650 6.188 -9.649
H -21.475 -5.319 -7.979
H -16.073 4.841 0.939
H -10.425 -8.087 -1.703
H -17.368 1.766 2.250
C -24.878 -5.814 -10.117
C -11.521 -1.232 -14.165
C -20.033 -8.927 -10.800
C -11.318 6.154 -4.659
H -7.914 8.082 -2.178
H -11.630 -6.984 -5.651
H -24.665 -4.095 -11.273
C -18.527 5.909 -10.934
C -12.665 -8.724 -4.833
H -20.781 5.689 -12.364
As -15.751 -2.027 -6.568
H -14.459 3.259 0.521
C -9.141 -0.927 -11.768
C -16.852 4.319 0.383
O -18.028 5.364 -8.521
H -8.243 -4.093 -3.358
C -15.805 5.157 -12.342
H -17.702 7.255 -9.435
H -10.249 -4.329 -13.405
H -23.213 -5.317 -7.907
H -11.469 -3.681 -14.679
H -20.962 5.077 -13.966
H -11.877 -1.606 -15.126
H -11.993 5.509 -5.221
H -7.066 -2.778 -14.688
H -9.770 -2.832 -11.652
N -9.448 7.715 -4.637
C -7.947 -3.042 -14.103
H -18.374 6.514 -11.827
C -10.797 7.435 -5.350
C -18.313 5.974 1.650
H -19.131 -8.477 -11.216
C -10.121 -5.246 -3.228
C -21.160 -6.682 -10.425
C -8.528 9.922 -1.298
H -19.235 6.383 2.064
H -11.238 -9.723 -6.081
H -8.238 -4.082 -14.257
H -20.377 -8.000 -8.890
H -18.962 4.793 0.071
H -18.426 3.320 -9.746
C -14.693 1.173 0.698
H -16.377 3.090 2.729
H -11.185 -1.757 -11.622
H -13.326 -8.926 -3.990
N -18.349 4.502 -11.619
H -22.177 -3.837 -9.777
H -10.016 -9.660 -3.419
H -19.521 -9.747 -10.297
C -18.273 4.616 0.897
H -9.633 -3.152 -2.895
H -22.344 -6.911 -7.765
C -22.720 -4.624 -10.301
H -21.836 -8.659 -9.588
H -9.379 -6.553 -4.907
C -18.965 3.391 -10.690
H -8.918 -7.063 -3.227
H -9.092 1.454 -10.943
H -13.622 0.970 0.680
C -8.351 9.007 -2.554
C -20.926 -8.108 -9.825
N -22.450 -6.040 -9.795
H -18.503 2.097 -0.002
F -15.750 -2.544 -4.848
F -15.448 -0.361 -6.006
H -10.985 -0.293 -14.296
H -24.533 -3.702 -9.574
C -11.578 -9.770 -5.046
H -16.417 3.741 -10.973
H -17.863 6.777 1.066
C -16.838 4.070 -11.923
H -19.945 3.839 -10.523
H -14.779 4.816 -12.202
C -9.685 8.586 -3.357
C -24.248 -4.438 -10.326
H -9.239 -0.808 -10.689
H -7.539 1.088 -11.878
C -22.355 -5.917 -8.212
H -10.164 9.482 -3.750
H -7.572 10.209 -0.859
H -8.765 2.138 -12.521
H -19.336 5.234 -7.084
H -15.138 0.299 0.223
C -10.224 -1.948 -12.099
H -10.557 7.203 -6.388
C -11.095 -3.690 -13.655
H -20.585 -9.341 -11.645
H -17.190 1.980 -1.348
C -15.092 2.497 0.068
H -9.041 9.419 -0.479
H -7.458 8.487 -5.259
H -20.096 5.596 -8.623
C -16.459 2.303 1.980
C -11.988 -7.372 -4.698
H -11.952 6.550 -3.866
C -15.261 1.321 2.054
H -15.711 6.084 -11.776
H -8.941 10.862 -1.663
H -17.759 5.802 2.573
O -9.355 0.187 -12.521
F -16.167 -3.650 -7.161
H -25.565 -6.132 -10.901